# C12H18B2CoN8O2

A structure of composition C12H18B2CoN8O2 (wB97M-V/def2-TZVPD, the Open Molecules 2025 dataset).

Atoms and positions in Å:
1 Co 0.102 -0.215 0.008
2 C -2.689 -2.500 -1.926
3 C -1.392 -2.012 -1.821
4 N -1.314 -1.204 -0.761
5 N -2.526 -1.171 -0.167
6 C -3.371 -1.944 -0.857
7 B -2.708 -0.302 1.086
8 N -2.289 1.116 0.689
9 C -2.926 2.283 0.802
10 C -2.120 3.274 0.267
11 C -0.978 2.609 -0.158
12 N -1.096 1.301 0.098
13 N -1.656 -0.808 2.084
14 C -1.749 -1.296 3.325
15 C -0.474 -1.594 3.779
16 C 0.372 -1.255 2.729
17 N -0.364 -0.786 1.722
18 H -3.071 -3.173 -2.671
19 H -0.534 -2.195 -2.446
20 H -4.396 -2.052 -0.546
21 H -3.813 -0.334 1.529
22 H -3.902 2.338 1.255
23 H -2.330 4.327 0.199
24 H -0.106 3.003 -0.646
25 H -2.705 -1.404 3.809
26 H -0.194 -2.000 4.734
27 H 1.444 -1.321 2.649
28 B 2.887 -2.753 -2.506
29 C 2.037 -1.940 -1.506
30 N 1.356 -1.308 -0.810
31 H 2.734 -2.203 -3.575
32 H 2.479 -3.892 -2.490
33 H 4.034 -2.776 -2.128
34 N 3.840 2.863 -1.286
35 C 3.477 2.275 -0.003
36 C 2.185 1.506 -0.178
37 O 1.617 0.910 0.740
38 O 1.702 1.508 -1.386
39 H 4.802 2.685 -1.542
40 H 3.689 3.863 -1.309
41 H 2.390 2.004 -1.931
42 H 3.330 3.006 0.794
43 H 4.226 1.565 0.350

Values from the calculation:
2S+1: 1
Charge: +1
E: -2488.9292 hartree
E_HOMO (spin up / spin down): -12.096 / -12.096 eV
Kohn-Sham gap (spin up / spin down): 0.2536 / 0.2536 hartree
M: 386.9 g/mol



# C20H46O4P4Pb

A structure of composition C20H46O4P4Pb (wB97M-V/def2-TZVPD, the Open Molecules 2025 dataset).

Atoms and positions in Å:
1 Pb 3.481 -1.905 -2.638
2 P -0.624 0.640 -2.323
3 P -1.278 1.001 1.345
4 P -2.443 -1.004 0.363
5 H 4.920 -3.598 -0.834
6 C 4.097 -3.753 -1.533
7 C 4.478 -3.882 -2.969
8 H 5.474 -3.520 -3.298
9 C 0.914 1.467 -2.806
10 C -1.862 1.987 -2.298
11 C -1.022 -0.437 -3.735
12 C -0.836 0.632 3.070
13 C 0.108 2.078 0.828
14 C -2.646 2.206 1.528
15 C -2.002 -2.226 -0.898
16 C -4.153 -0.543 -0.093
17 C -2.600 -2.013 1.874
18 H 3.350 -4.423 -1.081
19 H 4.058 -4.630 -3.660
20 H 1.767 0.901 -2.427
21 H 0.992 2.489 -2.416
22 H 1.020 1.557 -3.893
23 H -1.470 2.899 -1.866
24 H -2.747 1.712 -1.736
25 H -2.190 2.246 -3.299
26 H -0.373 -1.326 -3.681
27 H -0.809 0.040 -4.707
28 H -2.079 -0.748 -3.746
29 H -1.113 1.491 3.692
30 H 0.246 0.473 3.148
31 H -1.351 -0.252 3.458
32 H 0.523 2.559 1.733
33 H -0.214 2.871 0.144
34 H 0.907 1.491 0.360
35 H -2.678 2.537 2.574
36 H -3.609 1.756 1.256
37 H -2.476 3.087 0.894
38 H -2.600 -3.128 -0.739
39 H -0.904 -2.542 -0.760
40 H -2.095 -1.825 -1.905
41 H -4.685 -1.487 -0.262
42 H -4.142 0.044 -1.020
43 H -4.650 0.029 0.698
44 H -3.211 -2.894 1.638
45 H -3.070 -1.442 2.686
46 H -1.597 -2.338 2.184
47 C 0.465 -4.154 0.147
48 C 0.720 -4.871 1.359
49 C 0.199 -6.144 1.492
50 C -0.341 -6.823 0.386
51 C -0.168 -6.271 -0.895
52 C 0.415 -5.013 -1.031
53 O 0.252 -2.876 0.148
54 H -0.650 -0.207 -1.054
55 H 1.180 -4.312 2.178
56 H 0.118 -6.597 2.471
57 H -0.851 -7.790 0.516
58 H -0.475 -6.849 -1.765
59 H 0.655 -4.622 -2.025
60 C 3.447 3.448 -0.605
61 O 3.325 2.012 -0.632
62 P 4.771 1.091 -0.562
63 O 5.444 1.760 0.718
64 C 4.817 2.018 2.012
65 O 4.341 -0.395 -0.024
66 C 4.814 -1.024 1.225
67 H 2.682 3.899 -1.245
68 H 4.417 3.860 -0.947
69 H 3.244 3.838 0.409
70 H 4.683 3.101 2.149
71 H 3.839 1.521 2.160
72 H 5.522 1.645 2.773
73 H 4.706 -2.116 1.131
74 H 5.863 -0.767 1.409
75 H 4.249 -0.708 2.124

Values from the calculation:
2S+1: 1
Charge: +4
E: -2647.2120 hartree
E_HOMO (spin up / spin down): -18.393 / -18.385 eV
Kohn-Sham gap (spin up / spin down): 0.1910 / 0.1906 hartree
M: 681.7 g/mol



# C49H92NO6S2

A cluster of 6 separate species, C49H92NO6S2 in total (wB97M-V/def2-TZVPD, the Open Molecules 2025 dataset).

Atoms and positions in Å:
1 C 6.087 -2.506 2.735
2 C 5.670 -1.487 1.995
3 C 4.863 -0.363 1.103
4 C 4.460 -1.049 -0.310
5 C 5.487 -0.826 -1.523
6 C 6.875 -0.004 -1.335
7 C 5.174 -1.438 -2.928
8 C 6.150 -1.290 -4.194
9 O 6.669 -2.371 -4.621
10 O 6.440 -0.078 -4.876
11 C 3.822 -2.273 -3.040
12 C 2.876 -2.427 -1.784
13 S 1.331 -3.418 -2.046
14 C 0.046 -2.409 -2.934
15 C -1.368 -2.739 -2.191
16 O -2.276 -3.434 -2.741
17 O -1.591 -2.256 -0.837
18 C -2.423 -1.033 -0.942
19 C -1.469 0.283 -1.144
20 C -1.983 1.048 -2.478
21 O -1.487 1.125 0.040
22 C -0.581 2.220 -0.058
23 O -0.869 3.276 0.597
24 C 0.748 2.274 -0.950
25 S 1.506 3.992 -0.767
26 N 3.224 -1.827 -0.471
27 C 2.246 -2.029 0.618
28 C 2.543 -2.473 1.977
29 H 6.210 -3.523 3.266
30 H 3.913 -0.048 1.682
31 H 5.556 0.542 0.993
32 H 7.612 -0.189 -2.204
33 H 6.715 1.118 -1.172
34 H 7.330 -0.416 -0.349
35 H 6.141 0.648 -4.275
36 H 3.567 -2.768 -4.051
37 H 0.276 -1.287 -2.956
38 H -0.119 -2.728 -4.036
39 H -3.133 -1.209 -1.821
40 H -3.043 -0.952 0.017
41 H -0.399 -0.159 -1.265
42 H -1.244 0.847 -3.354
43 H -3.033 0.690 -2.824
44 H -2.093 2.192 -2.335
45 H 1.562 1.532 -0.634
46 H 0.522 2.115 -2.079
47 H 2.500 4.042 -1.762
48 H 1.129 -1.863 0.352
49 H 2.606 -3.558 2.337
50 H 2.746 -1.642 2.763
51 C 1.875 6.589 5.968
52 C 1.792 5.071 6.062
53 C 2.562 4.356 4.950
54 C 2.058 4.628 3.528
55 C 0.589 4.282 3.280
56 C 0.281 2.803 3.461
57 H 1.425 6.962 5.046
58 H 1.341 7.047 6.805
59 H 2.915 6.925 6.008
60 H 0.744 4.759 6.065
61 H 2.209 4.759 7.026
62 H 2.540 3.278 5.145
63 H 3.618 4.649 5.003
64 H 2.681 4.059 2.827
65 H 2.217 5.683 3.281
66 H 0.335 4.566 2.253
67 H -0.061 4.875 3.930
68 H 0.887 2.192 2.784
69 H -0.771 2.607 3.239
70 H 0.469 2.473 4.486
71 C -9.274 2.223 -4.259
72 C -9.113 1.302 -3.057
73 C -7.900 1.649 -2.192
74 C -6.542 1.523 -2.891
75 C -6.234 0.141 -3.472
76 C -6.164 -0.953 -2.417
77 H -8.425 2.148 -4.941
78 H -10.174 1.955 -4.819
79 H -9.373 3.264 -3.940
80 H -9.060 0.262 -3.394
81 H -10.013 1.378 -2.437
82 H -7.911 1.013 -1.300
83 H -8.005 2.677 -1.827
84 H -5.758 1.789 -2.172
85 H -6.476 2.265 -3.694
86 H -5.267 0.191 -3.988
87 H -6.973 -0.128 -4.233
88 H -5.397 -0.725 -1.670
89 H -5.908 -1.909 -2.882
90 H -7.119 -1.081 -1.902
91 C -10.563 8.434 -6.106
92 C -10.050 7.583 -4.952
93 C -8.625 7.943 -4.524
94 C -7.549 7.732 -5.595
95 C -7.451 6.309 -6.147
96 C -7.073 5.280 -5.093
97 H -9.966 8.292 -7.009
98 H -11.594 8.161 -6.345
99 H -10.548 9.495 -5.843
100 H -10.115 6.524 -5.218
101 H -10.715 7.725 -4.093
102 H -8.370 7.363 -3.631
103 H -8.602 8.995 -4.215
104 H -6.580 8.016 -5.169
105 H -7.724 8.421 -6.428
106 H -6.689 6.296 -6.936
107 H -8.391 6.017 -6.627
108 H -6.111 5.527 -4.633
109 H -6.984 4.289 -5.548
110 H -7.826 5.214 -4.303
111 C 1.077 -3.675 4.819
112 C 2.398 -3.852 5.557
113 C 2.627 -5.283 6.047
114 C 1.606 -5.795 7.069
115 C 1.480 -4.954 8.341
116 C 2.763 -4.902 9.157
117 H 0.222 -3.879 5.466
118 H 0.983 -2.646 4.460
119 H 1.024 -4.342 3.953
120 H 2.450 -3.147 6.392
121 H 3.216 -3.584 4.877
122 H 3.634 -5.351 6.473
123 H 2.621 -5.960 5.184
124 H 1.880 -6.819 7.345
125 H 0.621 -5.865 6.595
126 H 0.689 -5.387 8.964
127 H 1.155 -3.937 8.098
128 H 3.080 -5.906 9.450
129 H 2.607 -4.318 10.068
130 H 3.578 -4.431 8.600
131 C 6.853 -4.201 -0.593
132 C 6.371 -5.596 -0.967
133 C 6.151 -6.501 0.247
134 C 7.404 -6.795 1.079
135 C 8.560 -7.436 0.310
136 C 8.217 -8.804 -0.262
137 H 7.827 -4.233 -0.100
138 H 6.961 -3.587 -1.492
139 H 6.145 -3.696 0.071
140 H 7.077 -6.055 -1.665
141 H 5.422 -5.503 -1.506
142 H 5.710 -7.444 -0.094
143 H 5.401 -6.040 0.903
144 H 7.120 -7.453 1.908
145 H 7.760 -5.867 1.541
146 H 9.410 -7.548 0.994
147 H 8.900 -6.775 -0.493
148 H 7.920 -9.495 0.531
149 H 9.087 -9.228 -0.771
150 H 7.405 -8.745 -0.992

Values from the calculation:
2S+1: 1
Charge: +1
E: -3223.9946 hartree
E_HOMO: -11.503 eV
Kohn-Sham gap: 0.2115 hartree
M: 855.4 g/mol



# C10H28N5O3PSSi2

A structure of composition C10H28N5O3PSSi2 (wB97M-V/def2-TZVPD, the Open Molecules 2025 dataset).

Atoms and positions in Å:
1 Si 1.297 -3.589 3.393
2 O 2.370 -2.589 4.361
3 Si 2.512 -0.955 3.732
4 C 1.096 0.222 4.417
5 C 0.064 0.421 3.117
6 S -1.514 1.369 3.596
7 C -2.864 0.030 3.408
8 N -3.749 -0.260 2.210
9 N -4.550 -1.371 2.544
10 C -4.222 -1.814 3.970
11 O -3.165 -0.925 4.489
12 H 1.658 -5.028 3.473
13 H 1.265 -3.235 1.962
14 H -0.058 -3.460 3.981
15 H 3.819 -0.372 4.021
16 H 2.389 -0.985 2.254
17 H 1.543 1.258 4.788
18 H 0.499 -0.353 5.252
19 H -0.206 -0.693 2.788
20 H 0.633 0.900 2.209
21 H -4.697 -2.723 4.542
22 O 1.413 -0.319 -0.852
23 P 0.884 0.862 -1.702
24 N -0.700 0.228 -1.625
25 C -1.709 0.086 -2.652
26 C -1.348 0.376 -0.318
27 N 1.726 0.293 -3.101
28 C 1.149 -0.683 -4.020
29 C 3.109 -0.148 -2.833
30 N 0.276 2.220 -2.679
31 C -0.451 3.253 -1.952
32 C 0.166 2.370 -4.116
33 H -2.226 1.018 -2.862
34 H -2.478 -0.638 -2.351
35 H -1.328 -0.313 -3.587
36 H -1.698 1.401 -0.166
37 H -0.660 0.132 0.497
38 H -2.201 -0.301 -0.202
39 H 0.789 -1.577 -3.500
40 H 1.875 -1.001 -4.779
41 H 0.344 -0.250 -4.609
42 H 3.143 -1.161 -2.413
43 H 3.604 0.531 -2.128
44 H 3.707 -0.143 -3.751
45 H -1.531 3.091 -2.002
46 H -0.234 4.254 -2.342
47 H -0.155 3.263 -0.898
48 H -0.655 1.781 -4.530
49 H 1.093 2.112 -4.635
50 H -0.026 3.412 -4.399

Values from the calculation:
2S+1: 1
E: -2215.5682 hartree
E_HOMO: -7.840 eV
Kohn-Sham gap: 0.2430 hartree
M: 385.6 g/mol



- E of number 3 (C49H92NO6S2)?
  -3223.9946 hartree



- Which value of E does entry 3 give?
  -3223.9946 hartree